Record 1
{"formula": "C22H26BrErN2O2Te", "method": "ωB97M-V with the def2-TZVPD basis set", "species": ["Er", "O", "C", "C", "C", "C", "C", "C", "C", "C", "N", "H", "H", "H", "H", "H", "H", "H", "H", "H", "H", "H", "O", "C", "C", "C", "N", "C", "Br", "C", "H", "H", "H", "H", "C", "C", "C", "C", "C", "C", "Te", "C", "C", "C", "H", "H", "H", "H", "H", "H", "H", "H", "H", "H", "H"], "coordinates": [[1.442, 0.389, -0.476], [1.093, 0.644, -2.762], [0.303, -0.485, -3.360], [1.276, -1.239, -4.243], [2.592, -1.598, -3.516], [2.368, -2.421, -2.311], [2.342, -3.823, -2.386], [2.118, -4.553, -1.239], [1.822, -3.898, -0.067], [1.891, -2.515, -0.036], [2.130, -1.781, -1.145], [1.559, 1.101, -3.429], [-0.530, -0.004, -3.813], [-0.039, -1.123, -2.521], [1.483, -0.567, -5.083], [0.765, -2.075, -4.685], [3.123, -0.684, -3.201], [3.259, -2.133, -4.185], [2.555, -4.273, -3.348], [2.241, -5.635, -1.234], [1.589, -4.478, 0.831], [1.606, -1.998, 0.890], [5.339, 1.450, 4.360], [4.422, 1.214, 3.477], [3.178, 0.670, 3.760], [2.299, 0.466, 2.708], [2.657, 0.714, 1.413], [3.865, 1.189, 1.204], [4.255, 1.466, -0.642], [4.787, 1.495, 2.173], [5.043, 1.212, 5.265], [2.854, 0.527, 4.782], [1.276, 0.099, 2.837], [5.751, 1.925, 1.972], [-6.677, 2.543, 0.947], [-5.277, 2.012, 0.944], [-4.632, 1.544, 2.079], [-3.309, 1.099, 2.020], [-2.626, 0.673, 3.293], [-2.700, 0.968, 0.812], [-1.016, -0.284, 0.784], [-3.259, 1.401, -0.367], [-2.556, 1.365, -1.707], [-4.541, 1.935, -0.247], [-7.314, 1.895, 1.601], [-7.145, 2.574, -0.057], [-6.789, 3.526, 1.368], [-5.113, 1.564, 3.030], [-3.111, 1.173, 4.138], [-1.555, 0.827, 3.278], [-2.881, -0.380, 3.443], [-1.490, 1.358, -1.614], [-2.896, 2.160, -2.345], [-2.839, 0.436, -2.239], [-4.989, 2.336, -1.150]], "e_homo_ev": [-12.63, -12.63], "orbital_gap_ha": [0.235, 0.238], "spin_multiplicity": 4, "total_charge": 2, "s2": 3.75}

---

Record 2
{"formula": "CH3BrCl2Si", "method": "ωB97M-V with the def2-TZVPD basis set", "species": ["C", "Si", "Cl", "Cl", "Br", "H", "H", "H"], "coordinates": [[-1.899, 0.631, -0.571], [1.690, 0.110, 0.732], [1.842, -0.597, -1.178], [1.444, -1.677, 1.702], [-2.587, -0.972, 0.045], [-0.864, 0.592, -0.500], [-2.462, 1.071, -1.387], [2.835, 0.842, 1.156]], "e_homo_ev": [-8.59, -10.53], "orbital_gap_ha": [0.341, 0.326], "spin_multiplicity": 3, "total_charge": 0, "s2": 2.01}

---

Record 3
{"formula": "C5H11N3", "method": "ωB97M-V with the def2-TZVPD basis set", "species": ["C", "C", "C", "C", "C", "N", "N", "N", "H", "H", "H", "H", "H", "H", "H", "H", "H", "H", "H"], "coordinates": [[1.661, -0.065, 0.189], [4.070, -0.400, -0.130], [-3.954, 0.375, -0.028], [-2.542, 0.953, -0.128], [-3.162, -0.963, 0.226], [-1.940, -0.323, 0.033], [5.271, 0.040, -0.093], [2.933, 0.210, 0.322], [1.474, -1.100, -0.017], [3.710, -1.134, -1.035], [-4.605, 0.786, 0.757], [-4.779, 0.324, -0.710], [-2.314, 1.584, -0.919], [-2.297, 1.635, 0.690], [-3.119, -1.450, 1.197], [-3.223, -1.869, -0.256], [5.981, -0.207, -0.782], [5.586, 0.626, 0.679], [2.923, 1.172, 0.675]], "e_homo_ev": [-16.31, -16.31], "orbital_gap_ha": [0.214, 0.214], "total_charge": 2}

---

Record 4
{"formula": "C6H10O", "method": "ωB97M-V with the def2-TZVPD basis set", "species": ["C", "C", "C", "C", "C", "C", "O", "H", "H", "H", "H", "H", "H", "H", "H", "H", "H"], "coordinates": [[-0.534, 2.124, 0.417], [-0.436, 0.737, -0.065], [1.622, -0.546, -0.703], [0.393, -1.038, -1.065], [-0.311, -1.608, 0.091], [-0.485, -0.360, 0.944], [-1.011, 0.399, -1.181], [-1.467, 2.284, 0.973], [-0.565, 2.837, -0.400], [0.237, 2.497, 1.088], [2.211, -1.102, 0.021], [2.153, -0.073, -1.511], [0.336, -1.204, -2.127], [0.295, -2.372, 0.575], [-1.237, -2.054, -0.231], [-1.455, -0.303, 1.444], [0.254, -0.218, 1.729]], "e_homo_ev": -7.70, "orbital_gap_ha": 0.295, "total_charge": 0, "smiles": "C=CCCC(C)=O"}

---

Record 5
{"formula": "C3H10NO2", "method": "ωB97M-V with the def2-TZVPD basis set", "species": ["C", "N", "C", "C", "O", "H", "H", "H", "H", "H", "H", "H", "H", "H", "H", "O"], "coordinates": [[0.718, 0.862, 1.244], [-0.356, 0.011, 0.750], [-0.154, -0.422, -0.698], [0.241, 0.770, -1.663], [-0.650, 1.788, -1.348], [1.401, 1.261, 0.445], [1.373, 0.161, 1.968], [0.201, 1.744, 1.837], [-0.960, 1.595, -0.392], [-0.980, -0.973, -0.992], [0.644, -1.108, -1.008], [0.036, 0.386, -2.695], [1.236, 1.097, -1.637], [-1.706, -2.706, 1.274], [-0.339, -1.815, 1.533], [-0.703, -2.651, 1.381]], "e_homo_ev": [-10.01, -10.33], "orbital_gap_ha": [0.400, 0.336], "spin_multiplicity": 2, "total_charge": 0, "s2": 0.75}

---

Table of relative energy (zero: lowest compared OMol25 entry of this formula, charge and spin) (kcal/mol), in record order: 2.8 0.0 219.1 81.5 27.4